Arrangement 1

50
Properties=species:S:1:pos:R:3 method="wB97M-V/def2-TZVPD" smiles=OCCO.OCCO.OCCO.OCCO.OCCO e_homo_ev=-9.70 e_lumo_ev=0.28
O -2.69920 2.00846 0.91061
C -2.02221 2.77565 1.88818
C -1.29324 3.99410 1.23188
O -0.68299 4.76603 2.26816
H -2.31437 1.13527 1.01576
H -2.75526 3.03681 2.65142
H -1.28278 2.13864 2.37352
H -1.94852 4.58435 0.59132
H -0.61885 3.59053 0.47661
H -0.40175 5.61221 1.91251
O -0.67762 -1.64238 4.05778
C -0.90111 -0.86447 5.22888
C -0.57413 0.61005 4.87887
O 0.67359 0.68136 4.12460
H 0.19980 -2.03178 4.04822
H -1.91969 -1.01486 5.58663
H -0.27502 -1.31567 5.99864
H -0.51430 1.16724 5.81379
H -1.34056 1.02963 4.22723
H 0.57122 0.32824 3.23779
O 1.32653 -0.14416 1.21142
C 1.47435 1.09022 0.53358
C 0.50694 0.94657 -0.65995
O 0.87363 -0.09019 -1.53492
H 1.82141 -0.87679 0.83732
H 1.41076 1.96037 1.18695
H 2.44424 1.16573 0.04193
H 0.62540 1.83168 -1.28497
H -0.54591 0.98632 -0.38063
H 0.92814 -0.86238 -0.96715
O 1.84146 -0.06310 -4.24828
C 0.63304 -0.48220 -4.93148
C -0.25658 0.74080 -5.23059
O -0.00304 1.25240 -6.53574
H 1.73774 -0.06405 -3.29391
H 0.86323 -1.04421 -5.83661
H 0.10868 -1.20426 -4.30557
H -0.20606 1.50370 -4.45372
H -1.32038 0.50754 -5.27559
H -0.49483 2.07596 -6.57431
O 1.04759 -2.47513 -0.32296
C 1.50513 -3.44819 -1.27681
C 0.33931 -4.42071 -1.56264
O 0.17485 -5.18749 -0.43416
H 0.50490 -2.90212 0.34396
H 1.80574 -2.98304 -2.21562
H 2.36257 -3.93629 -0.81350
H 0.59471 -5.07782 -2.39395
H -0.59208 -3.90737 -1.80160
H -0.73451 -5.48136 -0.34306

***

Arrangement 2

50
Properties=species:S:1:pos:R:3 method="wB97M-V/def2-TZVPD" smiles=OCCO.OCCO.OCCO.OCCO.OCCO e_homo_ev=-9.57 e_lumo_ev=0.47
O -0.65316 -3.23810 0.16723
C -0.82435 -1.81483 -0.11071
C -2.19281 -1.63243 -0.73976
O -2.16641 -1.78901 -2.18857
H 0.29388 -3.41068 0.24152
H -0.76400 -1.27603 0.84278
H -0.04512 -1.56373 -0.82776
H -2.52731 -0.60469 -0.57470
H -2.89811 -2.35235 -0.31871
H -1.95216 -2.71575 -2.37392
O 2.64402 -0.95176 1.22752
C 2.95975 -2.35009 1.36494
C 3.31334 -2.96235 0.02422
O 2.23496 -2.90114 -0.87906
H 3.46258 -0.43548 1.28574
H 3.68624 -2.53361 2.15751
H 1.99991 -2.76554 1.70095
H 3.54216 -4.02047 0.20605
H 4.23006 -2.50497 -0.37115
H 2.10394 -1.99583 -1.18489
O -2.28962 3.34718 -2.68795
C -3.61104 3.02655 -2.24995
C -3.85657 1.57148 -2.36704
O -3.79844 1.27990 -3.77889
H -2.02542 2.75134 -3.40224
H -3.64561 3.34603 -1.20121
H -4.33767 3.63713 -2.78544
H -4.85667 1.32863 -1.98367
H -3.11598 0.99202 -1.81893
H -3.85577 0.33367 -3.93929
O 1.99747 0.36497 4.47394
C 0.71867 -0.22876 4.23339
C -0.12201 0.76806 3.47318
O 0.55983 1.25699 2.34880
H 2.45990 -0.23409 5.06957
H 0.84537 -1.13390 3.62410
H 0.23586 -0.47669 5.18267
H -0.38393 1.59282 4.14639
H -1.01429 0.24004 3.14517
H 1.32623 1.73454 2.69973
O 2.54395 1.77656 0.01626
C 2.05822 1.54792 -1.26713
C 0.58421 1.81630 -1.40245
O 0.39709 3.20659 -1.49987
H 2.05000 1.11411 0.53982
H 2.59757 2.22876 -1.92821
H 2.30674 0.53338 -1.61704
H 0.06049 1.40186 -0.52363
H 0.20634 1.28916 -2.28882
H -0.48231 3.40628 -1.86048

***

Arrangement 3

50
Properties=species:S:1:pos:R:3 method="wB97M-V/def2-TZVPD" smiles=OCCO.OCCO.OCCO.OCCO.OCCO e_homo_ev=-9.94 e_lumo_ev=-0.09
O -1.07202 -4.43794 5.87359
C -0.69816 -3.98873 4.56674
C -0.76490 -2.44942 4.71189
O -0.19394 -1.81400 3.56738
H -1.76432 -5.09867 5.77717
H 0.34082 -4.21343 4.32786
H -1.39809 -4.25695 3.77838
H -0.34473 -2.08398 5.65877
H -1.79642 -2.12411 4.92020
H -0.26583 -0.88571 3.82483
O -0.38481 0.23950 0.31640
C 0.46832 -0.45178 -0.59387
C 1.03411 -1.68143 0.10168
O 1.93956 -1.41179 1.19223
H -0.03492 0.23179 1.21142
H -0.09408 -0.74108 -1.47930
H 1.28227 0.20163 -0.92550
H 1.46496 -2.33421 -0.66336
H 0.22278 -2.13096 0.68445
H 1.66480 -1.99725 1.90036
O 3.95801 3.95402 1.66588
C 2.77333 3.36824 1.07905
C 3.14208 2.13051 0.30472
O 3.63247 1.09813 1.13634
H 3.94206 3.75498 2.60436
H 2.03526 3.23500 1.87288
H 2.44666 4.17949 0.42024
H 3.86857 2.30403 -0.48795
H 2.23305 1.79940 -0.21935
H 2.90660 0.58314 1.50693
O -0.25718 1.10200 -4.43549
C 1.01925 0.61501 -4.79931
C 0.90692 -0.91535 -4.85892
O 0.41830 -1.40254 -6.12220
H -0.32258 1.39310 -3.52089
H 1.26640 0.96716 -5.80321
H 1.84471 0.89454 -4.14006
H 0.16632 -1.30466 -4.15236
H 1.85617 -1.44967 -4.76168
H -0.34142 -0.84991 -6.34995
O -5.08628 2.39888 -1.92661
C -4.30058 2.10143 -0.76668
C -3.19302 1.07831 -0.89432
O -1.98019 1.63099 -1.46200
H -5.67596 1.65543 -2.07121
H -4.01262 3.02617 -0.26722
H -5.05520 1.68658 -0.08132
H -3.62184 0.28250 -1.51252
H -2.84579 0.73458 0.07909
H -1.32887 1.37703 -0.78755

***

In terms of stability, arrangement 2 leads; the second structure lies 94.0 kJ/mol higher.

***

Arrangement 1

21
Properties=species:S:1:pos:R:3 method="wB97M-V/def2-TZVPD" e_homo_ev=-9.92 e_lumo_ev=0.23
H 0.54848 0.18094 -0.45634
O 1.46195 0.79520 0.24260
N -0.61812 -0.38496 -0.84832
H 1.31802 0.52924 1.15540
H -1.01965 0.26281 -1.54025
C -1.27772 -1.03036 0.06002
N -2.34452 -0.50570 0.78425
H -3.04745 -1.15270 1.17576
N -0.80918 -2.27146 0.48440
H -0.98149 -2.37632 1.42685
H 0.16062 -2.43194 0.04841
C -3.06946 0.74474 0.38348
H -3.63123 1.14344 1.26392
H -2.26982 1.45076 0.01258
H -3.75898 0.60705 -0.50672
O 3.25100 -1.11166 0.00954
H 2.66515 -0.42828 0.06488
H 3.46423 -1.14448 -0.84990
O 2.23462 3.02587 -0.99617
H 2.15792 2.33091 -0.27628
H 1.29952 3.20188 -1.16943

***

Arrangement 2

21
Properties=species:S:1:pos:R:3 method="wB97M-V/def2-TZVPD" e_homo_ev=-9.54 e_lumo_ev=0.64
H -0.59340 -0.48895 -1.15189
O -1.31815 0.11726 -1.86382
N 0.16232 -0.87899 -0.15569
H -1.71584 -0.66955 -2.25750
H 1.07976 -1.07609 -0.52141
C 0.05170 -0.19694 0.93914
N 1.06511 -0.05004 1.83828
H 0.88914 0.54783 2.62688
N -1.16902 0.22705 1.31792
H -1.36100 0.63362 2.18883
H -1.91124 0.34954 0.65248
C 1.99475 -1.16358 2.13299
H 1.52672 -1.68798 2.96607
H 2.24707 -1.74631 1.26009
H 2.89611 -0.70807 2.51674
O -2.31618 2.26497 -0.70345
H -1.86484 1.47063 -1.09303
H -2.44510 2.82284 -1.46880
O 1.21518 -0.19770 -3.01063
H 0.26140 -0.24359 -2.80425
H 1.30553 0.67404 -3.40897

***

Arrangement 3

21
Properties=species:S:1:pos:R:3 method="wB97M-V/def2-TZVPD" e_homo_ev=-8.37 e_lumo_ev=0.43
H 0.21118 3.20202 0.21932
N 0.92545 2.52804 0.17075
C 1.34286 1.95624 -0.87901
N 0.85485 2.44623 -2.12048
N 2.23332 0.86396 -0.88080
C 2.68424 0.17185 0.40519
H 1.56444 2.42367 -2.90271
H 0.16371 3.14657 -1.97614
H 2.71854 0.59837 -1.76141
H 3.51907 -0.40414 0.31461
H 2.70893 0.92753 1.24200
H 1.97174 -0.55180 0.62692
O -3.51721 0.25578 1.13400
H -4.03297 -0.60195 1.02265
H -3.11263 0.26012 0.34732
O -3.13456 -4.53440 -1.16069
H -3.61769 -4.68613 -0.36017
H -2.29915 -4.85396 -1.06103
O -0.09308 -0.97817 2.41138
H -0.23661 -1.43510 3.17935
H -0.85445 -0.73471 2.02896

***

In terms of stability, arrangement 2 leads; the second structure lies 124.1 kJ/mol higher.